The following is a DFT calculation (ωB97M-V with the def2-TZVPD basis set) of a molecular structure, C16H20BrFeN3O5Se.

Each line ends with the Löwdin charge.
Cartesian coordinates (Å):
Fe: -0.564 0.621 -1.570  0.76
C: 3.541 -0.718 -3.884  -0.02
N: 3.363 -1.114 -2.492  -0.14
C: 4.278 -2.133 -2.002  -0.03
C: 2.194 -0.829 -1.889  -0.39
O: 1.298 -0.225 -2.469  0.03
C: 2.027 -1.271 -0.443  -0.10
O: 0.865 -0.719 0.113  -0.12
C: 1.017 0.234 1.145  -0.10
C: 1.047 1.651 0.590  -0.39
O: 0.936 1.841 -0.630  0.01
N: 1.183 2.645 1.466  -0.11
C: 1.161 4.032 1.009  0.00
C: 1.357 2.403 2.892  -0.03
H: 4.591 -0.482 -4.048  0.09
H: 2.934 0.157 -4.090  0.09
H: 3.245 -1.520 -4.565  0.10
H: 5.291 -1.879 -2.311  0.09
H: 4.029 -3.116 -2.412  0.10
H: 4.266 -2.201 -0.918  0.08
H: 2.915 -1.016 0.139  0.13
H: 1.904 -2.358 -0.435  0.15
H: 1.903 0.027 1.752  0.14
H: 0.128 0.142 1.762  0.13
H: 0.968 4.049 -0.057  0.09
H: 2.120 4.512 1.215  0.10
H: 0.367 4.574 1.522  0.10
H: 0.634 1.679 3.266  0.09
H: 1.197 3.339 3.420  0.09
H: 2.364 2.048 3.126  0.10
Br: -6.613 -3.412 3.029  0.73
C: -5.273 -2.512 2.032  -0.69
C: -5.089 -2.838 0.699  -0.12
C: -4.087 -2.197 -0.014  0.00
C: -3.290 -1.239 0.600  -0.12
C: -3.506 -0.911 1.931  -0.01
C: -4.497 -1.552 2.660  -0.12
C: -2.207 -0.560 -0.177  -0.58
O: -1.902 -0.997 -1.317  -0.02
O: -1.620 0.434 0.316  -0.04
H: -5.720 -3.579 0.228  0.10
H: -3.911 -2.427 -1.057  0.12
H: -2.898 -0.141 2.387  0.12
H: -4.670 -1.306 3.699  0.10
Se: -3.290 3.924 -0.534  0.48
C: -2.315 2.832 -1.507  -0.96
N: -1.671 2.109 -2.174  -0.03

Summary:
Orbital gap (alpha / beta)   6.99 / 6.98 eV
Net charge   0
LUMO level (alpha / beta)   0.0 / 0.0 eV

***

The following is a DFT calculation (ωB97M-V with the def2-TZVPD basis set) of a single C16H20BrN3O3 molecule.

Each line ends with the Löwdin charge.
Cartesian coordinates (Å):
C: 2.941 -4.139 -1.344  -0.05
C: 2.702 -3.260 -2.566  -0.23
H: 3.306 -2.351 -2.511  0.11
H: 2.956 -3.807 -3.479  0.13
O: 1.332 -2.948 -2.744  -0.10
C: 0.630 -2.226 -1.842  -0.25
C: -0.751 -2.430 -1.877  -0.57
C: -1.636 -1.736 -1.082  -0.06
C: -1.137 -0.828 -0.158  -0.13
C: 0.236 -0.611 -0.088  0.02
C: 1.121 -1.259 -0.939  -0.18
O: 2.460 -1.001 -0.956  -0.10
C: 2.970 0.030 -0.136  -0.06
H: 4.021 0.114 -0.408  0.10
H: 2.895 -0.234 0.924  0.10
H: 2.465 0.985 -0.318  0.06
H: 0.628 0.129 0.589  0.09
C: -2.119 -0.068 0.661  -0.47
O: -3.256 0.144 0.282  0.06
N: -1.668 0.371 1.863  0.08
H: -0.735 0.145 2.163  0.14
C: -2.499 1.144 2.754  -0.17
H: -2.534 0.656 3.734  0.12
H: -3.501 1.136 2.318  0.12
C: -2.012 2.586 2.926  -0.16
H: -0.985 2.584 3.298  0.10
H: -2.639 3.069 3.676  0.11
C: -2.089 3.408 1.635  -0.13
N: -1.108 3.013 0.658  -0.08
C: 0.236 2.990 0.816  -0.18
N: 0.853 2.587 -0.262  0.05
C: -0.127 2.341 -1.172  -0.15
C: -1.348 2.600 -0.620  -0.07
H: -2.338 2.510 -1.014  0.12
H: 0.108 1.992 -2.157  0.11
H: 0.730 3.284 1.721  0.12
H: -1.942 4.468 1.877  0.13
H: -3.076 3.288 1.183  0.13
H: -2.700 -1.893 -1.159  0.11
Br: -1.392 -3.717 -3.108  0.80
H: 2.305 -5.020 -1.388  0.08
H: 3.980 -4.453 -1.319  0.08
H: 2.720 -3.591 -0.431  0.07

Summary:
Orbital gap   8.85 eV
ΔE to the lowest compared entry with this formula, charge and spin   69.1 kcal/mol
Net charge   0
LUMO level   0.6 eV
SMILES   CCOc1c(Br)cc(C(=O)NCCCn2ccnc2)cc1OC

***

The following is a DFT calculation (ωB97M-V with the def2-TZVPD basis set) of a molecular structure, C16H20Cl9N3O5V.

Each line ends with the Löwdin charge.
Cartesian coordinates (Å):
O: -1.191 -2.285 -1.166  -0.22
V: 0.212 -2.070 -0.444  1.14
C: -2.341 -2.570 1.994  -0.02
C: -0.862 -2.706 2.302  -0.49
C: -0.665 -3.366 3.698  -0.01
O: -0.302 -3.438 1.270  0.01
H: -2.860 -1.789 2.550  0.12
H: -2.911 -3.496 2.055  0.11
H: -2.559 -2.211 0.988  0.05
H: -0.600 -1.651 2.380  0.12
H: -1.165 -4.334 3.740  0.09
H: -1.142 -2.794 4.494  0.10
H: 0.373 -3.581 3.951  0.08
N: -1.489 0.888 0.498  -0.55
O: -2.450 0.793 -0.248  0.00
O: -1.382 1.768 1.338  0.03
O: -0.591 0.014 0.350  -0.16
N: 0.872 -0.650 -2.105  -0.01
C: 0.017 0.272 -2.609  -0.14
C: 0.292 1.176 -3.622  -0.02
C: 1.592 1.306 -4.103  -0.02
C: 2.562 0.434 -3.585  -0.01
C: 2.179 -0.468 -2.524  -0.08
H: -1.029 0.237 -2.340  0.06
H: -0.430 1.925 -3.910  0.12
H: 1.869 1.852 -4.993  0.12
H: 3.580 0.390 -3.942  0.11
H: 2.903 -1.123 -2.065  0.07
N: 2.079 -1.380 0.600  -0.03
C: 2.010 -0.566 1.703  -0.11
C: 3.135 -0.238 2.453  -0.06
C: 4.365 -0.662 2.135  -0.04
C: 4.455 -1.544 1.069  -0.02
C: 3.314 -1.892 0.328  -0.12
H: 1.026 -0.235 2.000  0.09
H: 3.067 0.315 3.378  0.12
H: 5.188 -0.297 2.732  0.13
H: 5.417 -1.986 0.854  0.12
H: 3.509 -2.479 -0.557  0.11
C: -2.688 4.399 -0.503  -1.42
Cl: -3.507 3.468 -1.809  0.51
Cl: -3.813 5.788 0.084  0.45
Cl: -1.127 5.038 -1.000  0.54
H: -2.614 3.675 0.308  -0.01
C: 1.280 3.590 1.075  -1.50
Cl: 2.025 3.544 2.703  0.52
Cl: 1.851 2.361 -0.046  0.58
Cl: 1.677 5.238 0.478  0.48
H: 0.195 3.580 1.181  -0.02
C: -4.671 -0.371 -2.581  -1.52
Cl: -3.306 -0.478 -3.776  0.52
Cl: -4.641 -1.799 -1.518  0.53
Cl: -6.229 -0.096 -3.285  0.59
H: -4.475 0.502 -1.958  -0.03

Summary:
<S²>   2.0554
Orbital gap (alpha / beta)   6.87 / 5.62 eV
Net charge   +1
LUMO level (alpha / beta)   -5.6 / -6.9 eV
Spin multiplicity   3

***

Number 1: F_max 1.934 eV/Å. Number 2: F_max 0.730 eV/Å. Number 3: F_max 4.983 eV/Å.